1.
Here is a structure of composition C36H38N2O2PPdSTe at a distorted geometry from the Open Molecules 2025 dataset. Energies are from ωB97M-V/def2-TZVPD.

XYZ file:
```
82
Properties=species:S:1:pos:R:3:forces:R:3
Pd 2.157 -0.909 -0.382 1.09 1.23 1.49
O 1.481 -2.604 -1.491 -0.46 -3.00 -0.87
N 2.414 -3.356 -2.083 -0.17 1.93 0.79
C 2.465 -4.699 -2.002 1.10 0.24 -0.79
C 3.485 -5.352 -2.703 0.01 0.29 0.47
C 4.432 -4.596 -3.438 -0.09 -0.37 -0.60
C 4.354 -3.206 -3.504 -0.43 -1.45 0.67
C 3.443 -2.586 -2.641 -0.41 0.51 -0.20
S 3.488 -0.931 -2.237 1.07 0.04 -1.07
H 1.748 -5.164 -1.344 -0.19 0.03 -0.20
H 3.565 -6.439 -2.628 -0.01 0.39 -0.05
H 5.225 -5.145 -3.976 -0.53 0.38 0.16
H 4.949 -2.580 -4.148 0.39 -0.08 0.21
C 3.918 1.744 0.825 0.93 -2.06 0.26
P 3.520 -0.047 1.438 -1.22 0.61 -1.47
C 5.086 -0.994 1.514 0.44 0.48 1.60
C 3.149 0.271 3.199 0.52 -0.59 -0.30
C 3.530 -0.657 4.207 -0.38 0.96 0.14
C 3.533 -0.253 5.553 0.33 -0.54 -1.18
C 3.130 1.020 5.865 -0.88 -0.10 -0.07
C 2.464 1.760 4.886 -0.27 1.75 1.97
C 2.483 1.452 3.560 0.22 -0.46 -0.21
H 3.291 2.444 1.360 -0.01 0.20 -0.25
H 3.769 1.714 -0.264 -0.21 0.23 0.45
H 4.985 1.888 1.029 -0.12 0.46 0.08
H 5.904 -0.477 2.068 -0.40 -0.25 -0.25
H 5.427 -1.264 0.541 0.05 -0.08 -0.85
H 4.850 -1.925 2.057 0.07 0.30 -0.26
H 3.766 -1.679 3.947 0.20 0.13 -0.10
H 3.848 -0.915 6.344 0.18 -0.23 -0.02
H 3.187 1.337 6.892 -0.19 0.29 0.18
H 1.938 2.664 5.261 0.41 -0.44 -0.55
H 2.005 2.141 2.858 0.23 -0.54 0.08
C -6.257 2.183 -4.362 -1.72 -1.25 -0.95
C -5.056 1.700 -3.626 1.49 0.35 0.70
C -3.840 1.334 -4.228 -0.29 -0.44 1.09
C -2.804 0.777 -3.441 -0.59 -0.03 -0.48
C -1.570 0.268 -4.131 1.39 -0.09 -0.09
C -2.905 0.615 -2.075 -1.00 0.99 1.16
Te -1.081 0.009 -0.763 -0.16 -0.28 0.44
N 0.461 -0.716 0.658 -1.30 -1.43 2.85
C 0.230 -1.491 1.781 0.56 2.26 -3.49
O 1.122 -1.809 2.579 0.00 -0.77 1.02
C -1.178 -2.022 2.013 -0.80 -0.37 0.80
C -1.991 -2.680 1.035 1.24 0.10 0.90
C -3.147 -3.332 1.419 -0.17 0.35 -0.18
C -3.659 -3.279 2.726 0.05 -0.46 -0.61
C -2.926 -2.617 3.678 2.00 0.94 -0.88
C -1.669 -1.987 3.331 -1.58 -0.40 -0.17
C -0.454 2.126 -0.756 -0.34 -0.58 0.13
C 0.024 2.650 -1.959 0.97 1.86 0.87
C 0.214 4.055 -2.070 -0.25 -0.49 -1.27
C -0.276 4.937 -1.122 -0.07 -1.15 0.20
C -0.732 4.399 0.077 0.68 -0.94 0.47
C -0.683 2.995 0.337 -0.46 1.21 -1.63
C -1.010 2.504 1.692 0.23 0.05 1.31
C -4.130 1.012 -1.428 0.92 0.44 -0.94
C -4.359 0.826 0.074 -0.22 0.81 -0.33
C -5.101 1.644 -2.213 -0.62 -1.13 0.02
H -6.328 1.816 -5.411 0.59 0.33 0.42
H -6.437 3.249 -4.391 0.19 0.41 0.16
H -7.191 1.706 -3.950 0.78 0.57 0.08
H -3.622 1.428 -5.279 -0.45 0.04 -0.48
H -1.763 0.140 -5.209 0.21 0.11 0.21
H -1.196 -0.715 -3.715 -0.54 1.14 -0.38
H -0.717 0.997 -3.980 -0.87 -0.88 -0.40
H -1.633 -2.787 0.006 -0.04 0.16 0.41
H -3.647 -3.870 0.632 -0.44 -0.20 -0.02
H -4.598 -3.795 2.966 0.41 0.23 -0.03
H -3.232 -2.606 4.694 -0.36 0.16 0.80
H -1.153 -1.403 4.103 0.09 -0.52 -0.38
H 0.459 2.034 -2.726 -0.31 -0.32 -0.09
H 0.662 4.497 -2.985 -0.30 -0.55 0.53
H -0.297 5.984 -1.340 0.07 0.51 0.16
H -1.021 5.067 0.884 -0.09 -0.08 0.03
H -0.546 3.177 2.469 -0.45 -0.58 -0.64
H -0.633 1.485 1.851 -0.09 0.19 -0.06
H -2.092 2.497 1.859 0.08 -0.03 0.07
H -3.511 1.152 0.653 0.55 0.05 0.01
H -4.498 -0.215 0.365 -0.24 -0.03 -0.13
H -5.183 1.477 0.430 -0.04 -0.57 -0.30
H -6.033 1.932 -1.716 0.06 0.07 -0.15
```
Positions in Å, forces in eV/Å.

Results
**F_max**: 0.082 hartree/bohr
**LUMO level (spin up / spin down)**: 4.51 / 4.50 eV
**Kohn-Sham gap (spin up / spin down)**: 3.7 / 4.8 eV
**Net charge**: -2
**Spin multiplicity**: 2
**⟨S²⟩**: 0.7626
**Energy above the lowest of the compared OMol25 structures with the same formula, charge and spin**: 160.5 kJ/mol

These are the Mulliken partial charges, in e, on atoms 1 to 6: -0.002 -0.603 0.394 -0.227 -0.678 -0.097


2.
Here is a structure of composition C34H46BrN5NdO3S at a distorted geometry from the Open Molecules 2025 dataset. Energies are from ωB97M-V/def2-TZVPD.

XYZ file:
```
91
Properties=species:S:1:pos:R:3:forces:R:3
Nd -1.862 0.667 0.369 2.49 1.11 0.90
N -2.884 1.834 2.432 -0.18 0.64 0.75
C -3.939 2.831 2.176 0.41 1.66 0.79
C -4.913 2.317 1.150 0.07 0.50 -0.28
N -4.186 1.562 0.043 -1.27 1.77 1.18
C -4.346 2.393 -1.149 -0.09 -0.26 -2.78
C -3.335 3.592 -1.262 -0.10 -1.66 -1.09
N -2.021 3.177 -0.771 1.17 -0.22 0.25
H -2.184 2.195 3.110 -0.53 -0.39 -0.65
H -3.416 1.125 2.905 0.27 -0.84 0.62
H -4.522 3.079 3.102 0.55 -0.13 -0.61
H -3.454 3.797 1.868 -0.41 -0.94 0.06
H -5.712 1.727 1.643 0.56 -0.05 -0.50
H -5.397 3.222 0.702 0.09 -0.89 0.40
H -4.753 0.757 -0.098 -0.41 -1.00 -0.40
H -4.166 1.741 -2.068 -0.08 0.65 1.19
H -5.428 2.698 -1.225 1.11 0.10 -0.13
H -3.257 3.870 -2.331 -0.22 -0.21 0.50
H -3.663 4.457 -0.771 -0.61 1.20 0.98
H -1.308 3.179 -1.512 -0.47 -0.23 0.21
H -1.605 3.811 -0.077 -0.46 -0.25 -0.20
C 4.871 -1.710 1.476 0.66 -1.20 0.13
C 5.061 -0.445 2.365 0.35 -1.06 -0.72
C 6.212 0.420 1.881 1.14 0.02 -0.98
C 5.320 -0.921 3.795 -0.06 1.81 0.57
C 3.760 0.263 2.194 -0.76 1.95 0.61
C 2.616 -0.251 2.766 -0.23 -1.94 0.19
C 1.361 0.211 2.440 0.60 2.98 -1.83
Br -0.224 -0.728 2.943 -0.11 0.22 -0.19
C 1.237 1.421 1.609 2.31 -1.39 0.77
O 0.096 1.877 1.300 -3.16 0.20 -1.06
C 2.488 2.075 1.147 -2.89 0.44 0.75
C 3.643 1.505 1.501 1.95 -2.05 0.24
C 2.506 3.476 0.499 -0.15 -0.15 -1.70
C 3.935 3.971 0.143 0.69 0.64 1.23
C 1.741 3.508 -0.884 1.19 -1.37 0.55
C 1.764 4.471 1.369 0.68 -0.36 1.07
H 5.731 -2.438 1.631 -0.70 0.96 -0.55
H 4.713 -1.463 0.389 0.23 -0.31 1.03
H 3.988 -2.285 1.871 0.64 0.65 -0.58
H 7.192 -0.077 2.025 -0.56 -0.05 -0.18
H 6.351 1.402 2.352 -0.51 -0.26 0.23
H 6.100 0.627 0.793 0.20 -0.19 0.58
H 6.398 -1.042 4.009 -0.56 -0.11 -0.18
H 4.775 -1.819 4.048 -0.10 -0.20 0.13
H 4.932 -0.060 4.395 0.48 -0.91 0.22
H 2.648 -1.185 3.364 0.22 0.67 -0.35
H 4.545 1.984 1.145 -0.02 -0.21 0.20
H 4.512 3.376 -0.542 -0.25 -0.82 -0.50
H 4.650 4.062 1.005 -0.91 0.16 -0.33
H 3.916 4.951 -0.353 -0.36 -0.04 0.32
H 2.336 2.899 -1.594 -0.31 0.63 0.03
H 1.598 4.537 -1.218 0.01 -0.16 -0.11
H 0.823 2.957 -0.762 -0.57 0.13 -0.02
H 2.185 4.474 2.403 -0.41 0.23 -0.68
H 0.725 4.180 1.390 -0.34 -0.07 0.30
H 1.824 5.442 0.912 0.14 0.64 0.02
C 2.130 -5.262 -3.817 0.77 0.40 -0.04
C 1.433 -3.970 -3.504 1.22 -0.66 0.16
C 1.369 -3.580 -2.156 -0.42 -0.12 -0.97
C 0.693 -2.443 -1.843 -1.10 1.33 1.69
C 0.031 -1.665 -2.823 1.02 -1.63 -0.12
C 0.224 -2.010 -4.151 -0.83 -0.55 -1.80
C 0.948 -3.171 -4.503 -1.00 0.62 -0.37
S -1.023 -0.363 -2.441 -0.99 1.48 0.51
O -1.509 0.163 -3.683 -0.11 -0.03 -0.10
O -0.239 0.584 -1.606 -0.96 -0.32 0.41
N -2.283 -0.735 -1.409 2.02 0.97 -1.83
C -2.989 -1.902 -1.560 1.33 -1.51 -1.47
C -3.115 -2.632 -2.780 -0.43 -0.11 1.23
C -3.550 -3.981 -2.752 -0.07 -0.23 2.06
C -3.906 -4.543 -1.507 -0.80 0.49 -0.69
C -3.965 -3.715 -0.331 0.26 -1.81 0.53
C -4.617 -4.142 0.912 1.00 -0.21 -1.98
C -4.621 -3.283 1.938 0.28 0.68 1.85
C -3.791 -2.102 1.929 -1.05 -0.58 0.74
N -3.221 -1.686 0.856 1.24 0.19 -1.92
C -3.298 -2.483 -0.324 -2.30 0.39 0.95
H 2.628 -5.559 -2.898 0.34 -0.34 -0.20
H 2.858 -5.198 -4.658 -0.50 0.10 0.67
H 1.423 -6.026 -4.057 -0.56 -0.59 -0.25
H 1.755 -4.238 -1.397 0.23 0.10 0.19
H 0.605 -2.153 -0.768 0.03 -0.17 -0.93
H -0.305 -1.516 -5.003 0.54 -0.03 1.19
H 0.979 -3.532 -5.557 0.11 0.60 0.94
H -2.888 -2.162 -3.724 0.16 0.16 0.02
H -3.614 -4.651 -3.612 0.15 0.64 0.02
H -4.312 -5.581 -1.505 0.36 0.98 0.26
H -5.015 -5.159 0.951 -0.30 0.53 0.06
H -5.163 -3.474 2.864 0.21 -0.23 -0.20
H -3.631 -1.527 2.881 -0.30 -0.52 -1.00
```
Positions in Å, forces in eV/Å.

Results
**F_max**: 0.069 hartree/bohr
**LUMO level (spin up / spin down)**: -2.92 / -2.90 eV
**Kohn-Sham gap (spin up / spin down)**: 6.0 / 6.0 eV
**Net charge**: +1
**Spin multiplicity**: 4
**⟨S²⟩**: 3.7525

These are the Mulliken partial charges, in e, on atoms 1 to 6: 0.941 -0.314 -0.584 -0.624 0.094 -0.738


3.
Here is the molecule C4H6N2S at a distorted geometry from the Open Molecules 2025 dataset. Energies are from ωB97M-V/def2-TZVPD.

XYZ file:
```
13
Properties=species:S:1:pos:R:3:forces:R:3
C -2.109 -1.400 0.216 0.61 -0.01 -1.00
C -2.911 -0.316 -0.321 2.56 1.70 0.27
C 0.181 -0.678 0.077 0.39 -0.04 0.43
C 2.615 0.215 0.126 -2.78 -1.25 1.52
N -0.822 -1.363 0.125 -1.71 0.40 0.57
N -2.474 0.828 -0.673 -3.27 -0.04 -0.41
S 1.463 -0.704 -0.950 0.82 0.09 -0.84
H -2.506 -2.274 0.627 -0.85 -1.11 0.51
H -3.938 -0.257 -0.335 -2.47 -1.28 0.18
H -1.546 1.044 -0.654 3.51 0.03 0.11
H 3.541 0.202 -0.347 2.11 -1.00 0.01
H 2.313 -0.275 1.162 1.75 1.52 -1.99
H 2.365 1.240 0.009 -0.69 1.00 0.65
```
Positions in Å, forces in eV/Å.

Results
**F_max**: 0.068 hartree/bohr
**LUMO level (spin up / spin down)**: -0.06 / -0.06 eV
**Kohn-Sham gap (spin up / spin down)**: 8.0 / 8.0 eV
**Net charge**: 0
**Energy above the lowest of the compared OMol25 structures with the same formula, charge and spin**: 378.8 kJ/mol

These are the natural (NBO) partial charges, in e, on atoms 1 to 6: -0.122 0.053 -0.063 -0.726 -0.284 -0.609